a:
The following is a DFT calculation (ωB97M-V with the def2-TZVPD basis set) of an isolated molecule of C5H5NS.

Summary:
Frontier orbital gap in eV: 9.507
SMILES: Sc1cccnc1
Lowest unoccupied orbital energy in eV: 0.73

Geometry as XYZ:
```
12
C5H5NS ωB97M-V with the def2-TZVPD basis set
S 2.16 -0.85 1.53
N -0.18 1.33 -0.95
C -1.26 0.60 -1.13
C 0.80 0.98 -0.10
C -0.31 -1.04 0.36
C -1.38 -0.70 -0.51
C 0.76 -0.25 0.61
H -2.06 1.09 -1.74
H -2.11 -1.48 -0.50
H 1.52 1.79 -0.15
H 2.60 0.44 1.63
H -0.54 -1.90 0.94
```

***

b:
The following is a DFT calculation (ωB97M-V with the def2-TZVPD basis set) of a structure of composition C5H5NS.

Summary:
Frontier orbital gap in eV: 8.712
Lowest unoccupied orbital energy in eV: 0.98

Geometry as XYZ:
```
12
C5H5NS ωB97M-V with the def2-TZVPD basis set
S -0.63 -0.73 2.14
N -0.22 1.26 -1.17
C 0.51 0.11 -1.22
C 0.35 -0.50 0.00
C -0.51 0.33 0.75
C 0.59 -1.55 1.04
C -0.99 1.33 -0.04
H -1.72 2.13 0.29
H -0.35 1.87 -1.91
H 1.58 -1.65 1.53
H 1.14 -0.11 -2.10
H 0.24 -2.49 0.71
```

***

c:
The following is a DFT calculation (ωB97M-V with the def2-TZVPD basis set) of a structure of composition C5H5NS.

Summary:
Frontier orbital gap in eV: 8.970
Lowest unoccupied orbital energy in eV: 0.29

Geometry as XYZ:
```
12
C5H5NS ωB97M-V with the def2-TZVPD basis set
S -2.87 -0.13 0.04
N 0.30 1.40 -0.19
C -0.20 0.23 -0.98
C -1.30 0.16 0.03
C 0.61 -0.99 -0.55
C 0.68 -0.81 0.76
C -0.09 0.53 0.94
H 1.30 1.53 -0.28
H 1.11 -1.40 1.54
H 0.97 -1.80 -1.20
H -0.34 0.32 -2.05
H -0.18 0.96 1.95
```

***

Which is most stable? The ranking, best first, is a, b, c.

***

a:
The following is a DFT calculation (ωB97M-V with the def2-TZVPD basis set) of a structure of composition C23H34CrF4N5OS2.

Summary:
Frontier orbital gap (spin up / spin down) in eV: 7.880 / 6.416
Net charge: +1
<S²>: 2.351
Spin multiplicity: 3
Lowest unoccupied orbital energy (spin up / spin down) in eV: -2.15 / -3.03

Geometry as XYZ:
```
70
C23H34CrF4N5OS2 ωB97M-V with the def2-TZVPD basis set
Cr 0.71 -0.08 0.70
S -2.68 0.15 0.73
S 0.63 0.70 3.03
F 0.03 4.49 -0.98
F 0.74 2.11 0.05
F -0.58 -0.01 -3.99
F -1.28 2.33 -4.96
O 2.80 0.01 0.58
N 2.93 1.94 3.71
N 0.55 -0.15 -1.25
N 4.51 1.50 0.65
N 0.84 -2.26 0.54
N 3.00 -0.23 3.96
C -0.78 2.31 -3.72
C 4.20 0.23 4.67
C 0.34 -1.49 -1.78
C 2.25 0.82 3.57
C -0.14 3.40 -1.74
C 0.11 0.95 -1.91
C -0.85 -2.90 2.30
C 2.52 3.27 3.30
C 4.00 0.25 0.45
C 0.22 2.18 -1.23
C 1.15 -2.44 -0.91
C 4.77 -0.38 -1.72
C -1.15 0.00 0.77
C 2.13 -4.34 1.28
C 1.93 -2.83 1.37
C 3.87 2.54 -0.21
C 4.90 1.11 -2.10
C 3.75 2.03 -1.65
C 4.30 1.68 4.17
C 4.93 -0.72 -0.21
C -0.65 3.49 -3.02
C -0.45 -2.94 0.84
C -0.41 1.07 -3.20
H -1.87 -3.26 2.40
H -0.38 -3.98 0.51
H 5.97 -0.57 0.11
H -0.22 -3.54 2.92
H 1.28 -4.90 1.67
H 0.97 -3.48 -1.21
H 5.50 -0.96 -2.27
H 5.86 1.51 -1.78
H 4.59 2.38 4.95
H 3.78 -0.73 -2.03
H -1.22 -2.47 0.23
H 4.50 3.42 -0.15
H 1.48 3.23 2.98
H 2.52 -1.07 4.24
H 5.07 -0.36 4.42
H -0.95 4.43 -3.44
H 4.99 1.77 3.33
H 4.65 -1.76 -0.03
H 2.62 3.95 4.14
H 2.89 2.80 0.19
H 1.73 -2.54 2.40
H 4.93 1.14 -3.19
H 2.33 -4.67 0.26
H 3.00 -4.61 1.88
H 2.84 -2.32 1.08
H -0.81 -1.88 2.70
H -0.72 -1.76 -1.78
H 0.69 -1.59 -2.81
H 3.68 2.89 -2.32
H 5.51 1.51 0.52
H 4.05 0.19 5.75
H 2.21 -2.23 -1.05
H 3.16 3.61 2.48
H 2.81 1.48 -1.76
```

***

b:
The following is a DFT calculation (ωB97M-V with the def2-TZVPD basis set) of a structure of composition C23H34CrF4N5OS2.

Summary:
Frontier orbital gap (spin up / spin down) in eV: 7.827 / 6.611
Net charge: +1
<S²>: 2.355
Spin multiplicity: 3
Lowest unoccupied orbital energy (spin up / spin down) in eV: -2.10 / -2.83

Geometry as XYZ:
```
70
C23H34CrF4N5OS2 ωB97M-V with the def2-TZVPD basis set
Cr -0.78 -0.97 -0.07
S -3.09 -3.41 -0.62
S -2.62 0.65 -0.55
F 1.99 -4.78 -1.10
F 2.24 -5.39 -3.67
F -0.46 -0.91 -2.27
F -0.18 -1.54 -4.89
O 0.68 0.62 -0.06
N 0.58 -2.33 -0.34
N -2.52 3.28 0.07
N -2.99 1.98 1.77
N 1.18 2.50 -1.22
N -0.38 -1.32 2.01
C -2.09 3.74 -1.23
C 1.45 -3.96 -2.01
C -2.09 -2.28 -0.31
C 1.04 -3.01 0.85
C -2.73 -1.64 2.86
C 2.03 1.01 -3.00
C 0.77 -2.81 -1.60
C 0.23 -2.05 -2.64
C 1.58 -4.27 -3.35
C 3.41 1.29 -2.39
C 0.07 -0.18 4.25
C -2.68 2.02 0.46
C 1.04 -3.49 -4.36
C 3.63 0.76 -0.96
C 0.91 1.97 -2.57
C 0.96 -1.99 1.97
C -2.68 4.21 1.19
C -3.30 3.32 2.28
C -1.35 -2.24 2.66
C -0.27 -0.04 2.77
C 2.88 1.50 0.18
C 1.46 1.53 -0.30
C 0.36 -2.36 -3.98
H 1.69 -1.21 1.78
H 1.75 -0.02 -2.74
H 1.02 -0.69 4.41
H 1.15 -3.76 -5.40
H 3.65 2.36 -2.44
H -4.37 3.47 2.36
H 0.17 0.82 4.67
H 3.28 2.51 0.30
H -1.20 0.50 2.64
H 0.46 -3.91 1.08
H 4.15 0.80 -3.02
H 0.50 0.54 2.27
H -0.06 1.48 -2.58
H 1.93 3.18 -1.26
H -2.85 4.40 -1.66
H -2.84 3.48 3.25
H 3.34 -0.29 -0.93
H 1.18 -2.44 2.94
H 2.09 -3.33 0.77
H -1.43 -3.13 2.03
H -0.71 -0.70 4.81
H 2.10 1.03 -4.09
H -3.42 -2.42 3.19
H -3.33 5.04 0.91
H -1.71 4.61 1.47
H -1.15 4.28 -1.14
H -2.73 -0.86 3.62
H 0.85 2.84 -3.24
H 2.97 0.96 1.12
H 4.70 0.80 -0.73
H -3.44 1.16 2.13
H -3.12 -1.24 1.92
H -1.95 2.88 -1.88
H -0.94 -2.56 3.62
```

***

Which is most stable? The ranking, best first, is a, b.

***

a:
The following is a DFT calculation (ωB97M-V with the def2-TZVPD basis set) of a cluster of 17 separate species, C2H37O17 in total.

Summary:
Frontier orbital gap in eV: 8.264
Net charge: -1
Lowest unoccupied orbital energy in eV: 1.85

Geometry as XYZ:
```
56
C2H37O17 ωB97M-V with the def2-TZVPD basis set
O -0.26 0.60 -2.68
O 1.45 3.11 0.43
O 2.45 -1.86 -2.79
O -0.77 -2.47 -3.13
O -2.96 3.05 0.83
O -0.54 3.32 -1.96
O 2.55 1.12 2.35
O 2.13 -1.50 1.26
O 0.42 0.09 4.43
O -2.36 -0.50 -4.23
O 2.04 1.05 -1.00
O 0.57 -2.31 3.34
O -2.94 1.76 -1.54
O 1.33 -3.83 -0.72
O -0.60 -4.14 1.63
O 0.46 -1.28 -0.85
O -0.02 2.50 3.11
C -0.68 -1.02 -0.13
C -0.61 0.31 0.64
H 0.16 2.12 2.26
H -2.98 2.79 1.72
H -3.13 2.21 -0.68
H -0.22 -2.79 3.02
H 2.33 0.26 1.98
H -3.41 3.91 0.73
H 0.30 0.38 1.24
H -0.48 -3.49 1.01
H -0.47 -2.13 -4.01
H 1.40 2.43 -0.24
H -0.55 3.98 -2.66
H -2.07 0.28 -3.80
H 0.63 3.65 0.42
H -0.38 1.50 -2.45
H 2.06 1.27 -1.92
H -1.45 0.37 1.35
H 1.77 -1.63 -2.18
H 2.30 1.78 1.65
H -2.19 1.15 -1.42
H -0.85 -1.91 0.49
H -0.65 1.16 -0.05
H 1.07 -2.93 -0.55
H -1.92 -1.25 -3.77
H 1.40 0.31 -0.91
H 0.09 0.87 3.89
H 2.02 -2.35 -3.52
H -0.39 -1.99 -2.39
H 1.65 -1.75 2.03
H -0.12 0.08 -1.91
H 1.38 -1.39 0.61
H 0.79 2.86 3.36
H 0.27 -4.59 1.71
H 1.28 -4.17 0.16
H -1.47 3.14 -1.87
H 1.18 0.38 4.87
H 0.39 -1.46 3.76
H -1.38 -1.01 -0.94
```

***

b:
The following is a DFT calculation (ωB97M-V with the def2-TZVPD basis set) of a structure of composition C2H37O17.

Summary:
Frontier orbital gap in eV: 9.885
Net charge: -1
Lowest unoccupied orbital energy in eV: 2.25

Geometry as XYZ:
```
56
C2H37O17 ωB97M-V with the def2-TZVPD basis set
O -2.80 1.18 1.48
O -2.27 -0.26 -1.04
O 2.28 -1.00 -5.81
O -1.17 -0.67 2.41
O -1.60 -1.11 -4.13
O -2.54 -3.17 4.06
O 0.23 -1.89 0.14
O -1.24 4.48 -0.72
O 2.55 1.57 -0.93
O 2.48 -0.54 1.22
O 0.59 -0.03 -1.34
O -0.29 4.38 1.88
O -1.80 -4.21 -2.29
O 1.53 -3.37 2.04
O 0.71 2.09 -3.44
O -3.05 -2.78 -0.32
O 1.75 3.88 0.09
C 2.04 0.67 1.86
C 2.51 0.79 3.30
H -0.63 3.51 2.13
H 1.73 -0.65 -5.10
H 2.50 1.47 1.27
H -3.65 0.91 1.12
H 0.89 -3.08 1.34
H 1.68 -1.00 0.91
H 0.26 2.74 -2.89
H 0.46 -0.85 -0.59
H 0.97 0.83 1.75
H 2.38 -2.98 1.89
H -2.35 -3.55 3.18
H 1.86 0.34 4.06
H -0.91 -1.15 -3.48
H 3.08 1.08 -0.28
H 1.98 2.92 0.03
H -1.02 4.63 0.22
H 1.80 4.11 -0.85
H -2.63 -2.25 3.78
H -2.55 0.73 2.30
H -2.42 -1.55 -3.95
H 0.57 4.24 1.44
H -0.61 3.77 -0.84
H -1.41 -0.23 -1.50
H 2.67 1.82 3.62
H -2.58 -1.92 -0.20
H -2.50 -3.54 -2.44
H -0.92 -0.90 1.49
H 1.06 -0.32 -2.13
H 0.39 1.30 -2.99
H -0.31 -0.62 2.83
H -3.55 -2.78 0.51
H -1.62 -4.11 -1.35
H -2.17 0.53 -0.51
H 3.32 0.06 3.32
H 1.72 1.05 -0.92
H 2.57 -1.84 -5.40
H 0.03 -2.74 -0.23
```

***

Which is most stable? The ranking, best first, is a, b.

***

a:
The following is a DFT calculation (ωB97M-V with the def2-TZVPD basis set) of a cluster of 2 separate species, H4NO2SSi in total.

Summary:
Frontier orbital gap (spin up / spin down) in eV: 5.642 / 6.707
Net charge: -1
Lowest unoccupied orbital energy (spin up / spin down) in eV: 3.53 / 3.93

Geometry as XYZ:
```
9
H4NO2SSi ωB97M-V with the def2-TZVPD basis set
S -0.05 2.32 -1.39
Si 0.31 -0.25 0.80
O -1.26 2.32 -2.33
O 1.14 1.92 -2.13
N -0.30 -1.91 1.09
H 0.44 0.48 2.23
H -0.51 -2.26 0.13
H 1.49 -0.73 0.16
H -1.28 -1.90 1.45
```

***

b:
The following is a DFT calculation (ωB97M-V with the def2-TZVPD basis set) of a structure of composition H4NO2SSi.

Summary:
Frontier orbital gap in eV: 8.075
Net charge: -1
Lowest unoccupied orbital energy in eV: 4.10

Geometry as XYZ:
```
9
H4NO2SSi ωB97M-V with the def2-TZVPD basis set
S -2.65 0.11 0.36
Si 0.20 0.33 0.05
O -2.19 1.44 -0.08
O -3.44 -0.60 -0.63
N -1.00 -0.81 0.38
H 0.42 1.06 -1.15
H -0.81 -1.77 0.30
H 1.61 -0.39 0.44
H 0.01 1.38 1.18
```

***

Which is most stable? The ranking, best first, is b, a.